Here is a molecular structure, C23H23HfP2 from the OMol25 dataset. Energies are from ωB97M-V with the def2-TZVPD basis set.

Atoms and positions in Å:
1 C -4.14 1.18 1.04
2 C -4.26 2.50 1.41
3 C -3.25 3.41 1.78
4 C -1.86 3.26 1.62
5 C -1.17 2.35 0.82
6 Hf -2.13 0.49 0.90
7 P -3.02 -0.87 -1.18
8 H -5.05 0.60 0.85
9 H -5.26 2.97 1.46
10 H -3.58 4.37 2.21
11 H -0.15 2.60 0.50
12 H -1.28 4.02 2.14
13 H -2.56 -0.72 -2.52
14 H -4.42 -0.84 -1.44
15 H -2.88 -2.29 -1.11
16 C 1.25 -3.61 -3.10
17 C 0.60 -3.88 -1.89
18 C 0.25 -2.85 -1.03
19 C 0.56 -1.52 -1.37
20 C 1.18 -1.24 -2.61
21 C 1.53 -2.29 -3.46
22 P 0.11 -0.18 -0.22
23 C 0.63 -0.91 1.41
24 C -0.29 -0.93 2.48
25 C 0.00 -1.70 3.61
26 C 1.22 -2.39 3.71
27 C 2.15 -2.32 2.67
28 C 1.86 -1.59 1.51
29 C 1.25 1.13 -0.74
30 C 2.43 1.39 -0.03
31 C 3.22 2.48 -0.39
32 C 2.83 3.33 -1.42
33 C 1.64 3.09 -2.12
34 C 0.85 1.99 -1.79
35 H 1.56 -4.42 -3.76
36 H 0.37 -4.91 -1.62
37 H -0.25 -3.07 -0.09
38 H 1.41 -0.22 -2.88
39 H 2.02 -2.06 -4.40
40 H -1.30 -0.35 2.53
41 H -0.73 -1.77 4.42
42 H 1.44 -2.97 4.60
43 H 3.10 -2.84 2.75
44 H 2.58 -1.55 0.69
45 H 2.71 0.74 0.80
46 H 4.14 2.66 0.17
47 H 3.46 4.19 -1.69
48 H 1.33 3.76 -2.92
49 H -0.09 1.81 -2.32

Computed properties:
energy above the lowest of the compared OMol25 structures with the same formula, charge and spin: 118.8 kJ/mol
net charge: +1
orbital gap: 5.681 eV
highest occupied orbital energy: -9.48 eV
spin multiplicity: 1
E_LUMO: -3.80 eV

***

Here is a molecular structure, C23H23N2O3S2Tl from the OMol25 dataset. Energies are from ωB97M-V with the def2-TZVPD basis set.

Atoms and positions in Å:
1 Tl 0.37 -0.82 -0.87
2 C 0.99 0.45 2.33
3 N -0.26 -0.14 1.89
4 C -1.38 0.81 1.96
5 C -1.16 2.08 1.16
6 N -1.04 1.87 -0.28
7 C -0.24 2.94 -0.87
8 C -2.26 1.62 -0.99
9 C -3.50 1.78 -0.38
10 C -4.69 1.57 -1.05
11 C -4.66 1.19 -2.38
12 C -3.43 1.00 -3.00
13 C -2.21 1.17 -2.34
14 S -0.73 0.74 -3.18
15 C -0.61 -1.39 2.50
16 C -0.08 -1.74 3.74
17 C -0.38 -2.96 4.34
18 C -1.24 -3.83 3.69
19 C -1.77 -3.48 2.46
20 C -1.48 -2.27 1.81
21 S -2.16 -1.93 0.24
22 H 0.91 0.97 3.30
23 H 1.34 1.17 1.59
24 H 1.74 -0.33 2.41
25 H -1.54 1.10 3.01
26 H -2.27 0.29 1.61
27 H -0.25 2.58 1.49
28 H -1.97 2.78 1.40
29 H -0.73 3.92 -0.73
30 H -0.10 2.75 -1.93
31 H 0.74 2.97 -0.39
32 H -3.56 2.05 0.67
33 H -5.64 1.68 -0.53
34 H -5.57 1.01 -2.94
35 H -3.39 0.65 -4.02
36 H 0.59 -1.06 4.24
37 H 0.06 -3.21 5.29
38 H -1.48 -4.79 4.12
39 H -2.42 -4.17 1.93
40 O 2.99 -1.94 1.39
41 C 3.40 -2.91 0.56
42 C 3.08 -4.25 0.84
43 C 3.48 -5.25 -0.03
44 C 4.21 -4.94 -1.18
45 C 4.53 -3.62 -1.44
46 C 4.14 -2.59 -0.59
47 C 4.50 -1.14 -0.89
48 O 5.38 -0.91 -1.72
49 O 3.81 -0.29 -0.24
50 H 3.24 -1.09 0.85
51 H 2.49 -4.46 1.73
52 H 3.22 -6.28 0.19
53 H 4.51 -5.73 -1.86
54 H 5.10 -3.34 -2.32

Computed properties:
energy above the lowest of the compared OMol25 structures with the same formula, charge and spin: 41.3 kJ/mol
net charge: -2
orbital gap: 6.130 eV
highest occupied orbital energy: -1.33 eV
spin multiplicity: 1
E_LUMO: 4.80 eV

***

Here is a molecular structure, C23H23N3O2 from the OMol25 dataset. Energies are from ωB97M-V with the def2-TZVPD basis set.

Atoms and positions in Å:
1 N 3.94 -0.38 -0.75
2 C 3.00 -0.48 -0.17
3 C 1.72 -0.70 0.42
4 C 0.75 -1.56 -0.05
5 N 0.70 -2.23 -1.18
6 C 1.55 -2.80 -2.11
7 H 2.48 -2.49 -1.75
8 C 1.22 -2.19 -3.65
9 H 1.68 -2.93 -4.34
10 C -0.32 -2.22 -3.77
11 C -1.23 -3.19 -3.00
12 H -0.70 -4.18 -3.27
13 C -0.62 -2.88 -1.35
14 H -1.67 -2.19 -1.02
15 H -0.81 -3.75 -0.86
16 H -2.17 -3.35 -3.05
17 C -0.85 -0.88 -3.69
18 C -0.73 -0.05 -2.56
19 C -1.80 0.34 -1.65
20 C -1.66 0.93 -0.54
21 C -0.31 1.74 -0.46
22 C 0.48 1.44 -1.39
23 C 0.32 0.77 -2.46
24 H 1.10 0.57 -3.16
25 H 1.55 2.36 -1.40
26 H -0.26 2.42 0.52
27 H -2.20 1.06 0.28
28 H -2.80 -0.22 -1.84
29 H -0.54 -0.43 -4.67
30 H -2.04 -0.94 -3.92
31 H -0.59 -2.53 -4.90
32 H 1.69 -1.23 -3.83
33 H 1.53 -3.78 -2.07
34 O -0.11 -1.60 0.90
35 C 0.36 -0.83 1.87
36 N 1.30 -0.28 1.56
37 C -0.41 -0.42 3.04
38 O -1.64 0.28 3.09
39 C -1.12 1.77 2.98
40 C -2.25 2.61 2.86
41 C -1.87 3.97 3.16
42 C -0.70 4.27 3.04
43 C 0.54 3.47 3.08
44 C 0.35 2.11 3.13
45 H 1.07 1.52 2.95
46 H 1.57 3.99 3.31
47 H -0.25 5.54 3.22
48 H -2.57 4.77 3.13
49 H -3.14 2.46 2.83
50 H -1.13 -1.55 3.21
51 H 0.17 -0.28 3.91

Computed properties:
energy above the lowest of the compared OMol25 structures with the same formula, charge and spin: 1797.2 kJ/mol
orbital gap: 8.530 eV
highest occupied orbital energy: -7.99 eV
spin multiplicity: 1
E_LUMO: 0.54 eV

***

- What is the formula in the second record?
  C23H23N2O3S2Tl

***

- Number 2 is which compound?
  C23H23N2O3S2Tl

***

- orbital gap of number 3 (C23H23N3O2)?
  8.530 eV